#1
Here is a 3-piece molecular cluster, C2H12NO2 overall from the OMol25 dataset. Energies are from wB97M-V/def2-TZVPD.

```
17
Properties=species:S:1:pos:R:3:lowdin_spin:R:1
C 1.1482 1.0208 1.0974 0.14
N 0.8444 -0.3773 0.8167 0.16
C 1.9239 -0.8378 -0.3102 0.12
H 0.2032 1.4303 1.1913 0.04
H 1.7153 1.4140 0.1602 0.00
H 1.7205 1.2442 2.0643 0.05
H 1.0309 -0.9884 1.7286 0.22
H -0.0873 -0.3713 0.4895 0.07
H 1.7717 -1.9788 -0.4784 0.04
H 1.5774 -0.4502 -1.2865 0.01
H 3.0551 -0.4428 0.1344 0.02
H -4.0885 -0.5932 -0.0353 0.01
H -4.2062 0.9495 -0.1779 0.01
O -3.9199 0.1926 -0.6252 0.04
H -1.4918 0.1501 -1.2157 0.01
H -0.6305 -0.3407 -2.2163 0.01
O -0.5664 -0.0212 -1.3370 0.05
```

Output
<S²> = 0.751
2S+1 = 2
Kohn-Sham gap (alpha / beta) = 3.68 / 12.45 eV
E_HOMO (alpha / beta) = -2.97 / -12.02 eV

#2
Here is a 3-piece molecular cluster, C2H12NO2 overall from the OMol25 dataset. Energies are from wB97M-V/def2-TZVPD.

```
17
Properties=species:S:1:pos:R:3:lowdin_spin:R:1
C -1.1220 -1.8225 1.4309 0.07
C -0.6266 -0.4150 1.4950 0.11
N -0.2111 0.1171 0.1594 0.13
H -1.3184 -2.2091 2.4464 0.01
H -2.0506 -2.0217 0.8937 0.02
H -0.4398 -2.6068 1.0843 0.01
H -1.3774 0.1778 1.9355 0.03
H 0.2704 -0.2951 2.0721 0.02
H 0.6304 -0.3562 -0.1595 0.03
H -0.1302 1.1543 0.1387 0.03
H -0.9129 -0.1473 -0.5657 0.14
H 1.1719 -1.8352 -2.0774 0.04
H 2.0991 -0.6656 -2.4680 0.02
O 1.3551 -0.9025 -1.8956 0.11
H 0.8493 3.5172 -0.3485 0.03
H -0.3301 2.8551 -1.2599 0.07
O 0.3589 2.7231 -0.5911 0.13
```

Output
<S²> = 0.750
2S+1 = 2
Kohn-Sham gap (alpha / beta) = 3.49 / 12.51 eV
E_HOMO (alpha / beta) = -2.65 / -11.87 eV

In order of decreasing stability: #2, #1.

#1
Here is C9H12N2 as an isolated structure from the OMol25 dataset. Energies are from wB97M-V/def2-TZVPD.

```
23
Properties=species:S:1:pos:R:3:mulliken_charge:R:1
C 1.0112 2.3258 -1.4603 -0.51
C -0.3159 2.3967 -1.0769 -0.37
C 1.5755 1.1069 -1.7541 -0.45
C -1.0654 1.2572 -0.9473 -0.29
C 0.8404 -0.0866 -1.6632 -0.64
C -0.4513 0.0672 -1.1849 0.82
C 0.0256 -1.0068 1.5986 0.81
C -0.2375 -1.1343 3.0923 -1.34
C -1.2901 -1.1276 -0.8985 -0.99
N 0.9025 -1.9048 0.9003 -0.58
N -0.4792 -2.0051 0.6709 -0.39
H 1.6133 3.2272 -1.4786 0.39
H -0.7461 3.3982 -0.8851 0.32
H 2.5930 1.1418 -2.2801 0.25
H -2.0334 1.2452 -0.4266 0.25
H 1.0760 -1.0713 -2.0005 0.63
H -0.2443 -0.0089 1.2821 0.16
H 0.4163 -1.8923 3.5073 0.30
H -1.2210 -1.3883 3.3834 0.31
H -0.0754 -0.1409 3.5032 0.35
H -2.2315 -0.9325 -0.4763 0.31
H -1.2331 -1.9341 -1.6178 0.32
H 1.5702 -1.5326 0.2121 0.32
```

Output
2S+1 = 1
Kohn-Sham gap (alpha / beta) = 8.80 / 8.80 eV
E_HOMO (alpha / beta) = -7.94 / -7.94 eV

#2
Here is one molecule with the formula C9H12N2 from the OMol25 dataset. Energies are from wB97M-V/def2-TZVPD.

```
23
Properties=species:S:1:pos:R:3:mulliken_charge:R:1
C 3.2446 -0.4605 0.6274 -1.24
C 2.1127 -0.0394 0.0614 0.93
C 2.1075 1.0397 -0.9814 -1.43
N 0.9096 -0.6695 0.3286 -0.24
C -0.3822 -0.1317 0.2205 0.31
C -0.6410 1.2197 0.4075 -0.07
C -1.9255 1.7237 0.3076 -0.77
C -2.9775 0.8707 0.0276 -0.56
C -2.7396 -0.4806 -0.1403 -0.65
C -1.4546 -1.0050 -0.0516 0.38
N -1.2426 -2.3510 -0.2954 -0.50
H 3.2723 -1.2427 1.3666 0.30
H 4.1900 -0.0345 0.3469 0.29
H 2.9160 0.8671 -1.6887 0.41
H 2.2705 2.0180 -0.5328 0.27
H 1.1631 1.0552 -1.5197 0.41
H 0.9950 -1.4533 0.9604 0.25
H 0.1756 1.8801 0.6497 0.42
H -2.0979 2.7772 0.4635 0.38
H -3.9847 1.2484 -0.0566 0.37
H -3.5620 -1.1486 -0.3557 0.30
H -0.3368 -2.7153 -0.0539 0.22
H -2.0124 -2.9676 -0.0916 0.22
```

Output
2S+1 = 1
Kohn-Sham gap = 8.35 eV
E_HOMO = -7.43 eV

In order of decreasing stability: #2, #1.